# 1
{"formula": "C21H25NO4", "method": "the ωB97M-V functional and the def2-TZVPD basis", "smiles": "CC(C)OC(=O)[C@H](C)Oc1ccc(C(=O)NCCc2ccccc2)cc1", "gap_ha": 0.33893, "total_energy_ha": -1170.98122, "species": ["C", "C", "C", "H", "H", "H", "H", "O", "C", "O", "C", "C", "H", "H", "H", "O", "C", "C", "C", "C", "C", "C", "H", "H", "C", "O", "N", "H", "C", "H", "H", "C", "C", "C", "C", "C", "C", "C", "H", "H", "H", "H", "H", "H", "H", "H", "H", "H", "H", "H", "H"], "xyz": [[5.784829, 2.379979, 0.815301], [4.763843, 1.719846, -0.098198], [3.559516, 2.614611, -0.368782], [3.063490, 2.865881, 0.566352], [3.883753, 3.529719, -0.855606], [2.855075, 2.102200, -1.020231], [5.224650, 1.430207, -1.051117], [4.327339, 0.512360, 0.559471], [3.867156, -0.469590, -0.211392], [3.783232, -0.427576, -1.407903], [3.496879, -1.685585, 0.643785], [4.747153, -2.544899, 0.827477], [4.494734, -3.429144, 1.406205], [5.117131, -2.857609, -0.145554], [5.514627, -1.977735, 1.346403], [2.531765, -2.484262, 0.000672], [1.328340, -1.940393, -0.321810], [0.470027, -2.761228, -1.056840], [-0.776878, -2.311615, -1.422575], [-1.203529, -1.027374, -1.084798], [-0.354108, -0.222602, -0.336544], [0.897707, -0.670269, 0.048004], [1.525739, -0.018815, 0.636851], [-0.665424, 0.760201, -0.011762], [-2.571488, -0.617648, -1.509336], [-3.461802, -1.425328, -1.693938], [-2.736914, 0.711704, -1.733153], [-1.980003, 1.342733, -1.527907], [-4.039113, 1.285608, -1.962595], [-3.972454, 2.035002, -2.757130], [-4.682013, 0.464773, -2.288140], [-4.614300, 1.915837, -0.680687], [-4.659176, 0.877305, 0.403861], [-5.693525, -0.047970, 0.448167], [-5.689483, -1.062472, 1.386670], [-4.646829, -1.168934, 2.291292], [-3.614662, -0.248759, 2.259415], [-3.623768, 0.768221, 1.321569], [-2.816063, 1.487925, 1.305423], [-2.796426, -0.326115, 2.961054], [-4.637725, -1.968414, 3.017392], [-6.497193, -1.779113, 1.406732], [-6.502153, 0.023540, -0.264785], [-5.615294, 2.291815, -0.897225], [-3.986287, 2.756517, -0.375573], [-1.449600, -2.942423, -1.983054], [0.812431, -3.747633, -1.325581], [3.135308, -1.337634, 1.622915], [6.613538, 1.703530, 1.006777], [5.321318, 2.639411, 1.763566], [6.166628, 3.282220, 0.346860]], "forces_ev_per_a": [[-0.2529, -0.3585, -0.1644], [0.1590, 0.4671, -0.3353], [0.1767, -0.4050, 0.0174], [-0.0377, 0.0634, 0.1027], [0.0184, 0.1185, -0.0514], [-0.0659, 0.0112, -0.0569], [-0.0799, 0.0484, 0.2096], [0.0951, 0.1275, 0.4086], [-0.2095, -0.3039, -0.1593], [0.0396, -0.0239, 0.0009], [0.2085, 0.1280, 0.0959], [-0.3597, 0.1027, -0.0525], [0.0057, -0.0470, 0.0668], [0.0467, -0.0165, -0.0737], [0.0712, 0.0314, 0.0498], [0.0993, -0.0471, -0.0478], [-0.4074, 0.0162, -0.0748], [0.2240, 0.0688, 0.1188], [-0.0545, 0.1374, 0.0275], [0.2046, -0.1441, 0.1726], [-0.2054, -0.1349, -0.1835], [0.3713, -0.1023, 0.1208], [0.0466, 0.0535, 0.0734], [-0.0424, 0.0834, 0.0314], [0.1121, 0.0645, -0.1084], [-0.0819, -0.1902, -0.0200], [0.0957, 0.3644, -0.0303], [0.0281, -0.1523, -0.0609], [-0.2186, 0.1368, 0.0171], [-0.0519, -0.1050, 0.0183], [0.0421, 0.1574, -0.0526], [0.0784, -0.2610, -0.1861], [-0.0641, 0.1996, 0.0714], [0.0272, 0.0454, 0.0558], [-0.0821, -0.0625, -0.0121], [0.0166, -0.0832, 0.0801], [0.0929, -0.0583, 0.0841], [-0.0484, 0.0493, -0.0003], [0.0623, 0.0796, -0.0190], [0.0543, -0.0084, 0.0583], [-0.0056, -0.0577, 0.0575], [-0.0650, -0.0596, 0.0006], [-0.0931, -0.0008, -0.0966], [-0.0034, 0.0869, 0.0145], [-0.0519, 0.0420, 0.0064], [-0.0571, -0.0689, -0.0316], [0.0361, -0.1217, -0.0484], [0.0042, -0.0241, -0.2076], [0.1071, -0.0230, 0.0272], [-0.0259, 0.0731, 0.1211], [0.0406, 0.1038, -0.0351]], "mulliken_charge": [-1.430, 0.623, -1.378, 0.311, 0.443, 0.326, 0.324, -0.306, 0.243, -0.584, 0.712, -1.707, 0.416, 0.390, 0.411, -0.449, 0.489, -0.608, -0.757, 0.972, -0.552, -0.759, 0.435, 0.164, 0.558, -0.672, -0.133, 0.214, -0.794, 0.394, 0.395, -1.129, 0.573, -0.270, -0.608, -0.451, -0.648, -0.120, 0.352, 0.392, 0.389, 0.376, 0.377, 0.405, 0.363, 0.456, 0.444, 0.300, 0.362, 0.336, 0.408]}

***

# 2
{"formula": "C3H5ClN2OS", "method": "the ωB97M-V functional and the def2-TZVPD basis", "smiles": "O=C(CCl)NNC=S", "gap_ha": 0.34702, "total_energy_ha": -1160.42754, "species": ["C", "C", "C", "H", "H", "H", "H", "H", "N", "N", "O", "S", "Cl"], "xyz": [[-1.306418, 0.220578, -1.020390], [-0.698425, 1.164324, 0.011521], [1.728431, -0.987973, 0.169509], [-1.960385, 0.822110, -1.659634], [-0.537442, -0.253259, -1.640622], [0.647349, 1.217830, 1.539048], [0.118735, -1.408236, 1.401230], [1.963007, -2.049993, 0.266588], [0.072071, 0.574196, 1.003288], [0.607135, -0.688946, 0.865274], [-0.935539, 2.353240, 0.004009], [2.637512, 0.044638, -0.694023], [-2.336027, -1.008505, -0.245802]], "forces_ev_per_a": [[-0.0526, 0.4564, -0.3481], [-0.2306, 0.2425, -0.0892], [-0.2527, 0.1281, 0.1975], [0.2637, -0.1284, 0.2111], [-0.1572, -0.0493, 0.2894], [-0.1495, -0.0132, -0.1301], [0.3408, 0.3223, -0.4043], [-0.0023, 0.0899, -0.0363], [0.3898, 0.3769, -0.0703], [-0.4532, -0.5201, 0.2843], [0.3124, -0.7531, 0.1208], [-0.0502, 0.0172, -0.0195], [0.0416, -0.1691, -0.0052]], "mulliken_charge": [-0.301, 0.471, -0.209, 0.304, 0.255, 0.290, 0.255, 0.314, -0.228, -0.132, -0.576, -0.260, -0.184]}